Record 1
# C60H97F4N3O36

14 unconnected molecules or ions with the total composition C60H97F4N3O36 in a non-equilibrium geometry (ωB97M-V with the def2-TZVPD basis set, OMol25).

Structure (XYZ):
```
200
Properties=species:S:1:pos:R:3:mulliken_charge:R:1
C -1.6025 -7.7499 -9.3807 -1.78
C -2.6545 -6.7733 -9.9894 1.38
C -1.7205 -5.7000 -10.6960 -1.15
C -1.1347 -6.1729 -12.0145 -0.67
C -2.2127 -6.7871 -12.9122 -1.23
C -3.2214 -7.8957 -12.2641 1.30
N -3.5996 -7.3817 -10.9218 0.14
O -4.2539 -8.4428 -10.2965 -0.48
C -4.6302 -8.0337 -13.0045 -1.78
C -2.5200 -9.2843 -12.3206 -1.55
C -3.4263 -6.1457 -8.7395 -1.78
H -0.7599 -8.1321 -9.9569 0.35
H -2.0440 -8.6216 -8.8978 0.39
H -0.9820 -7.2016 -8.6718 0.48
H -2.2461 -4.7571 -10.8469 0.40
H -0.9123 -5.3502 -10.0538 0.49
H -0.3744 -6.9534 -12.0431 0.31
H -0.4335 -5.4114 -12.3560 0.41
H -1.7696 -7.2880 -13.7730 0.45
H -2.7697 -5.9773 -13.3834 0.40
H -5.1795 -7.0941 -13.0640 0.43
H -4.6134 -8.3857 -14.0360 0.39
H -5.3977 -8.6364 -12.5189 0.39
H -2.6327 -9.6785 -13.3305 0.43
H -1.5003 -9.1015 -11.9816 0.39
H -2.8830 -9.9021 -11.4992 0.32
H -2.8582 -5.3188 -8.3133 0.42
H -3.6277 -6.8409 -7.9245 0.32
H -4.2968 -5.5796 -9.0710 0.47
H -5.1589 -8.1635 -10.4536 0.36
C -3.4284 2.5308 1.4335 -1.79
C -2.2346 1.6673 1.8155 1.60
C -2.8106 0.4810 2.6607 -1.29
C -1.6964 -0.5940 2.9991 -0.70
C -1.2337 -1.2362 1.7120 -1.11
C -0.7080 -0.1952 0.6769 1.48
N -1.6270 1.0188 0.5913 0.12
O -0.9831 1.9619 -0.2622 -0.44
C 0.7562 0.1626 0.9253 -1.68
C -0.7619 -0.9007 -0.6785 -1.99
C -1.2452 2.4211 2.7883 -1.73
H -4.1408 2.5191 2.2583 0.39
H -3.8942 2.3952 0.4574 0.37
H -3.1516 3.5849 1.4519 0.40
H -3.2050 0.6792 3.6574 0.53
H -3.5587 -0.1381 2.1655 0.41
H -1.8887 -1.2935 3.8127 0.43
H -0.8725 -0.1731 3.5754 0.32
H -2.0556 -1.6339 1.1167 0.39
H -0.5114 -2.0062 1.9835 0.39
H 1.2805 -0.7867 0.8152 0.46
H 1.2183 0.9573 0.3396 0.35
H 0.9797 0.4573 1.9506 0.33
H -0.3230 -0.2322 -1.4192 0.48
H -0.2562 -1.8645 -0.6187 0.36
H -1.7687 -1.0760 -1.0575 0.45
H -0.4797 1.8521 3.3159 0.28
H -1.8011 3.0840 3.4514 0.44
H -0.7624 3.1634 2.1526 0.42
H -1.5438 1.8648 -1.0353 0.35
C 10.1117 -0.1907 2.4555 -1.94
C 11.0682 -1.0926 3.2944 1.29
C 11.5644 -2.3057 2.4660 -1.13
C 12.8510 -2.9292 2.9976 -0.74
C 14.0206 -1.9459 3.0318 -1.11
C 13.6284 -0.7043 3.8819 1.42
N 12.2345 -0.2512 3.5684 0.36
O 11.9046 0.8686 4.4053 -0.52
C 13.8171 -1.0604 5.3926 -1.67
C 14.7023 0.2152 3.3271 -1.86
C 10.3162 -1.5014 4.5871 -1.56
H 10.5038 0.1993 1.5162 0.41
H 9.6598 0.5865 3.0718 0.40
H 9.1692 -0.6154 2.1101 0.43
H 10.7252 -2.9870 2.6059 0.44
H 11.6543 -2.1043 1.3986 0.37
H 13.2303 -3.7417 2.3778 0.39
H 12.6277 -3.3973 3.9562 0.31
H 14.1039 -1.7004 1.9731 0.38
H 14.9125 -2.4795 3.3605 0.43
H 14.8614 -1.1266 5.6978 0.41
H 13.4398 -0.2721 6.0440 0.38
H 13.2160 -1.9130 5.7086 0.29
H 14.6240 1.1634 3.8590 0.50
H 15.6773 -0.1566 3.6423 0.39
H 14.6630 0.5341 2.2855 0.38
H 10.7681 -2.4071 4.9916 0.34
H 9.3864 -1.9215 4.2034 0.51
H 9.8324 -0.7726 5.2374 0.34
H 12.2836 1.6155 3.9360 0.36
C -3.5685 9.6383 6.5417 -0.33
C -3.0410 10.3180 5.2963 -0.18
O -3.9886 9.9875 4.3576 -0.33
C -5.1593 9.4543 4.9611 0.70
O -6.2920 9.3962 4.4696 -0.55
O -4.9312 9.4556 6.2322 -0.32
H -3.5151 10.1406 7.5076 0.26
H -3.1647 8.6356 6.6815 0.22
H -2.2668 9.6425 4.9326 0.25
H -2.8063 11.3753 5.4197 0.29
C 4.8208 7.4732 5.5556 -0.31
C 4.7900 8.2624 6.8758 -0.29
O 6.1706 8.5469 7.1298 -0.30
C 6.9653 7.7381 6.3088 0.62
O 8.2424 7.7619 6.2190 -0.54
O 6.1460 7.0088 5.4612 -0.30
H 4.6678 8.1622 4.7249 0.26
H 3.9503 6.8199 5.6148 0.32
H 4.2021 7.7069 7.6065 0.27
H 4.2705 9.1987 6.6721 0.26
C -7.1934 1.0867 -3.7433 -0.30
C -6.3823 0.0733 -4.3486 -0.26
O -5.2044 0.7688 -4.6221 -0.34
C -5.3841 2.0583 -4.5510 0.79
O -4.5331 2.9005 -4.7209 -0.60
O -6.5886 2.2370 -4.2054 -0.35
H -7.4271 1.3063 -2.7015 0.28
H -8.2094 0.9004 -4.0914 0.24
H -6.7237 -0.2830 -5.3205 0.26
H -6.2847 -0.7428 -3.6326 0.28
C -10.5557 -2.2312 1.5430 -0.23
C -11.8116 -3.0135 2.0201 -0.28
O -11.5837 -4.3140 1.6792 -0.30
C -10.5688 -4.4081 0.8516 0.69
O -10.3785 -5.4205 0.1358 -0.59
O -9.7896 -3.3241 0.9772 -0.33
H -9.7594 -1.8399 2.1761 0.26
H -10.9263 -1.4662 0.8606 0.22
H -12.7163 -2.5259 1.6569 0.31
H -11.7597 -2.9100 3.1039 0.25
C -0.0286 3.7291 -9.3030 -0.28
C 1.0418 3.8146 -8.2313 -0.37
O 1.1831 2.4489 -7.8982 -0.35
C 0.0133 1.8193 -8.1837 0.68
O -0.3341 0.7813 -7.7177 -0.54
O -0.6695 2.5557 -8.9611 -0.30
H 0.4312 3.7658 -10.2906 0.31
H -0.5846 4.6177 -9.0042 0.28
H 0.6422 4.2881 -7.3346 0.20
H 1.8654 4.4773 -8.4969 0.37
C -9.9128 4.7164 5.6559 -0.44
C -10.7891 4.6760 4.4814 -0.15
O -11.4136 3.4385 4.8004 -0.33
C -10.8269 2.8087 5.8528 0.70
O -11.1249 1.6976 6.3109 -0.60
O -10.1833 3.6377 6.5199 -0.28
H -10.0854 5.6986 6.0960 0.28
H -8.8513 4.6073 5.4336 0.27
H -10.0948 4.6144 3.6434 0.24
H -11.3267 5.6232 4.5254 0.30
C -1.6927 -7.7069 8.1938 -0.34
C -1.0322 -6.6466 7.2979 -0.25
O -0.7132 -5.7183 8.2909 -0.32
C -1.2528 -6.0828 9.4903 0.69
O -1.1867 -5.3603 10.4656 -0.58
O -1.9588 -7.1030 9.3751 -0.28
H -1.0001 -8.5472 8.2415 0.30
H -2.6970 -7.9021 7.8176 0.26
H -1.8196 -6.1424 6.7377 0.25
H -0.1693 -7.0189 6.7456 0.27
C 4.6152 5.6654 -3.2414 -0.36
C 5.0548 5.3765 -1.7984 0.33
O 5.7475 6.5246 -1.4233 -0.31
C 5.9669 7.3151 -2.5411 0.65
O 6.3882 8.4586 -2.4425 -0.51
O 5.5087 6.6599 -3.6287 -0.33
F 5.8876 4.3777 -1.8484 -0.28
H 3.7176 6.2837 -3.2519 0.21
H 4.4438 4.8537 -3.9484 0.31
H 4.3237 5.1372 -1.0261 0.28
C -0.9260 8.0758 -2.5173 -0.39
C -1.2726 8.5685 -3.8318 0.34
O -0.3229 9.5602 -4.0565 -0.33
C 0.2835 9.9070 -2.9456 0.71
O 1.0686 10.8332 -2.9596 -0.56
O -0.1109 9.1054 -1.9834 -0.32
F -2.5039 9.1027 -3.8479 -0.30
H -0.3367 7.1647 -2.6212 0.28
H -1.8700 7.8858 -2.0065 0.30
H -1.1540 7.7312 -4.5196 0.27
C -4.1823 -9.9929 0.3910 -0.41
C -4.3951 -8.5264 0.7056 0.45
O -3.6616 -7.8785 -0.3091 -0.32
C -2.9127 -8.7775 -1.0153 0.70
O -1.8106 -8.7186 -1.5785 -0.54
O -3.3393 -9.9949 -0.7471 -0.35
F -3.8772 -8.1497 1.8811 -0.28
H -5.0501 -10.6215 0.1908 0.27
H -3.8271 -10.5846 1.2346 0.25
H -5.4560 -8.2925 0.7954 0.23
C 1.6903 0.5238 9.6787 -0.39
C 2.8562 1.3770 9.9913 0.33
O 2.4145 2.7038 9.6942 -0.30
C 1.0363 2.6960 9.4536 0.64
O 0.3586 3.6096 9.1118 -0.49
O 0.6121 1.4349 9.3635 -0.31
F 3.9546 0.9641 9.3668 -0.26
H 1.5137 -0.2290 10.4469 0.30
H 2.0281 -0.0609 8.8231 0.24
H 2.9628 1.2532 11.0690 0.23
```

Summary:
**Kohn-Sham gap**: 7.6146 eV
**HOMO energy**: -7.99 eV
**LUMO**: -0.380 eV
**Charge**: 0
**Electronic energy**: -5616.30514 hartree

=====

Record 2
# C25H57AlBr5FILiO7Si

A molecular structure, C25H57AlBr5FILiO7Si in a non-equilibrium geometry (ωB97M-V with the def2-TZVPD basis set, OMol25).

Structure (XYZ):
```
99
Properties=species:S:1:pos:R:3:mulliken_charge:R:1
C 1.2667 1.3637 7.4958 -1.25
C -0.0335 1.7178 6.8396 0.19
C -0.0479 3.2271 6.4703 -0.71
C 0.8999 3.4548 5.2531 -0.79
C 0.2969 4.3643 4.1378 -0.07
C 0.6445 3.8858 2.7371 -0.20
C 2.1179 3.5369 2.5521 -0.88
C 2.5565 3.4726 1.0839 -1.03
C 1.5766 2.7580 0.1397 -0.84
C 1.8282 1.2506 -0.0625 -0.42
Si 1.4982 0.1591 1.4443 0.14
I -0.6651 -1.0358 1.2522 -0.23
C 2.9454 -1.0900 1.5968 -0.49
Br 2.5364 -2.6185 0.4780 -0.05
C 3.1493 -1.4405 3.0793 -0.32
C 4.4026 -2.3337 3.2650 -1.23
H 1.7752 2.2752 7.7963 0.24
H 1.9473 0.7723 6.8849 0.26
H 0.9545 0.8190 8.4052 0.47
H -0.8122 1.4252 7.5498 -0.04
H -0.1704 1.1964 5.8888 0.02
H 0.2924 3.7933 7.3337 0.67
H -1.1017 3.4784 6.2387 0.08
H 1.7576 3.9946 5.6383 0.53
H 1.2192 2.4902 4.8666 0.09
H 0.5675 5.4043 4.2916 0.20
H -0.8229 4.3394 4.2572 0.80
H 0.2730 4.5491 1.9597 0.46
H 0.0867 2.9345 2.5847 -0.07
H 2.3796 2.6512 3.1153 0.41
H 2.6922 4.3404 3.0258 0.50
H 2.8186 4.4690 0.7397 0.43
H 3.4869 2.9008 1.0693 0.41
H 0.5272 2.8875 0.4038 0.39
H 1.6940 3.2260 -0.8374 0.42
H 2.8157 1.0696 -0.4847 0.50
H 1.1309 0.9129 -0.8353 0.00
H 1.3897 0.9173 2.7039 -0.08
H 3.8163 -0.5546 1.2249 0.55
H 2.2506 -1.9591 3.4063 0.36
H 3.2790 -0.5050 3.6216 0.15
H 4.9588 -2.4312 2.3385 0.34
H 5.0128 -1.9548 4.0785 0.37
H 4.0635 -3.3290 3.5403 0.30
Li -1.9645 2.3387 8.5728 0.93
F 0.3294 1.2510 9.9869 -0.84
C -1.7663 7.6730 3.5127 -0.63
C -3.0677 6.8335 3.7351 -0.37
O -2.8892 6.0318 4.7899 -0.62
H -0.9187 7.0172 3.3191 0.00
H -1.8782 8.3338 2.6483 0.37
H -1.5344 8.2935 4.3751 0.30
H -3.2481 6.3416 2.7519 0.19
H -3.8989 7.5635 3.8009 0.35
Al -1.6108 2.8922 4.1458 0.15
C 0.1283 -4.9890 -2.1822 -0.30
Br 1.8880 -5.3837 -1.4916 -0.09
Br 0.1552 -3.3499 -3.2408 0.08
Br -0.6460 -6.5020 -3.1260 -0.13
H -0.5044 -4.7950 -1.3277 0.35
C -1.6642 -5.3679 -6.5238 -0.35
O -1.1790 -5.7592 -7.8229 -0.39
C -1.5023 -6.9860 -8.1838 0.73
O -2.1420 -7.7887 -7.5742 -0.49
O -0.9780 -7.2030 -9.4175 -0.29
C -1.2629 -8.5048 -9.9361 -0.50
H -1.3289 -4.3493 -6.3547 0.26
H -2.7518 -5.3918 -6.4968 0.30
H -1.2486 -6.0070 -5.7498 0.04
H -2.3327 -8.6627 -10.0558 0.26
H -0.8377 -9.2802 -9.3012 0.37
H -0.7932 -8.5627 -10.9221 0.06
Br 0.2170 -0.5423 -3.2145 -0.72
C 3.0609 8.3450 2.9310 -0.79
C 2.1201 9.1048 3.8938 0.44
C 2.2977 8.5070 5.3160 -0.99
O 0.8501 8.9190 3.5080 -0.49
H 2.8276 7.2785 2.8997 -0.15
H 2.9821 8.7436 1.9201 0.34
H 4.1029 8.4513 3.2515 0.40
H 2.4966 10.1445 3.9482 0.25
H 2.0463 7.4452 5.3368 0.03
H 1.6646 9.0251 6.0349 0.33
H 3.3362 8.6149 5.6436 0.41
O 1.3511 -6.8654 -12.0084 -0.40
H 0.9384 -6.5112 -12.8230 0.47
H 1.4887 -7.8332 -12.0676 0.46
H 0.8211 -6.6271 -11.2014 0.45
C -6.9915 -8.7802 -6.8566 -1.29
C -6.0452 -8.9243 -8.0737 0.58
C -5.0635 -7.7274 -8.0586 -0.83
O -6.7693 -8.8773 -9.2012 -0.66
H -7.5614 -7.8516 -6.9016 0.33
H -7.6926 -9.6133 -6.8136 0.33
H -6.4165 -8.7778 -5.9232 0.32
H -5.4326 -9.8315 -7.8864 0.19
H -5.5906 -6.7740 -8.1311 0.37
H -4.3609 -7.7943 -8.8890 0.01
H -4.4840 -7.7199 -7.1332 0.26
```

Summary:
**Kohn-Sham gap**: 0.6981 eV
**HOMO energy**: -5.71 eV
**LUMO**: -5.010 eV
**Charge**: 0
**Electronic energy**: -15319.85541 hartree